# 1
A molecular structure, C43H40BrCl3N3O3ReS2SbSi. Source: the Open Molecules 2025 dataset; level of theory: wB97M-V/def2-TZVPD.

Structure (ORCA input):
```
! RIJCOSX wB97M-V def2-TZVPD def2/J DEFGRID3
* xyz 2 4
Re 1.00 1.20 0.30
Br 1.10 3.77 7.75
C 1.05 3.58 5.89
C 2.23 3.43 5.18
C 2.19 3.25 3.80
C 0.97 3.25 3.16
C -0.21 3.42 3.86
C -0.18 3.58 5.24
N 0.89 3.08 1.71
C 0.27 4.03 1.12
C -0.08 3.94 -0.30
C -0.67 4.98 -0.97
C -1.02 4.80 -2.31
C -0.78 3.58 -2.90
C -0.16 2.58 -2.17
N 0.19 2.76 -0.88
H 3.18 3.45 5.69
H 3.11 3.14 3.25
H -1.17 3.38 3.34
H -1.09 3.71 5.80
H -0.03 4.92 1.68
H -0.85 5.92 -0.46
H -1.49 5.60 -2.87
H -1.05 3.37 -3.93
H 0.09 1.64 -2.62
Cl 3.99 0.72 2.35
Si 3.49 1.57 0.55
Cl 4.87 0.80 -0.74
Cl 3.88 3.58 0.69
C 3.04 -1.90 -0.96
C 2.07 -2.96 -1.39
C 2.54 -4.23 -1.70
C 1.69 -5.24 -2.11
C 0.33 -4.99 -2.24
C -0.17 -3.74 -1.94
C 0.70 -2.73 -1.50
Sb -0.25 -0.88 -1.19
C -0.98 -0.65 -3.18
C -2.32 -1.00 -3.41
C -2.81 -1.10 -4.71
C -1.96 -0.85 -5.78
C -0.64 -0.52 -5.55
C -0.12 -0.42 -4.26
C 1.33 -0.08 -4.10
C -2.01 -1.39 -0.16
C -2.10 -2.65 0.42
C -3.25 -3.03 1.10
C -4.30 -2.13 1.21
C -4.20 -0.86 0.64
C -3.05 -0.47 -0.04
C -2.97 0.95 -0.56
H 3.25 -1.97 0.11
H 2.66 -0.90 -1.15
H 3.99 -1.99 -1.48
H 3.61 -4.42 -1.62
H 2.09 -6.22 -2.35
H -0.34 -5.77 -2.59
H -1.23 -3.55 -2.07
H -2.99 -1.22 -2.59
H -3.84 -1.38 -4.88
H -2.33 -0.92 -6.79
H 0.03 -0.34 -6.39
H 1.95 -0.71 -4.73
H 1.68 -0.21 -3.07
H 1.53 0.96 -4.38
H -1.28 -3.36 0.35
H -3.32 -4.01 1.55
H -5.21 -2.41 1.73
H -5.02 -0.17 0.73
H -3.96 1.36 -0.74
H -2.41 1.01 -1.49
H -2.48 1.59 0.18
C -2.32 -4.80 5.26
C -1.70 -3.65 4.51
C -2.29 -2.39 4.54
C -1.72 -1.32 3.87
C -0.55 -1.54 3.15
C 0.07 -2.79 3.10
C -0.53 -3.84 3.78
S 0.19 -0.20 2.39
O 0.88 0.60 3.34
O -0.79 0.62 1.55
O 1.16 -0.70 1.30
H -3.38 -4.63 5.45
H -1.82 -4.93 6.22
H -2.21 -5.74 4.71
H -3.20 -2.24 5.11
H -2.18 -0.34 3.90
H 0.98 -2.94 2.54
H -0.06 -4.82 3.75
S 4.04 4.50 -3.61
C 4.38 2.91 -4.13
C 3.61 2.03 -3.45
N 2.75 2.58 -2.52
C 2.90 3.88 -2.52
H 5.12 2.71 -4.89
H 3.66 0.96 -3.58
H 2.34 4.54 -1.87
*
```

Computed properties:
Orbital gap (alpha / beta), eV: 6.48 / 5.64
Relative energy (zero: lowest compared OMol25 entry of this formula, charge and spin), kcal per mole: 0.0


# 2
6 unconnected molecules or ions with the total composition C43H40NO25PS in a non-equilibrium geometry. Source: the Open Molecules 2025 dataset; level of theory: wB97M-V/def2-TZVPD.

Structure (ORCA input):
```
! RIJCOSX wB97M-V def2-TZVPD def2/J DEFGRID3
* xyz 0 1
C 3.98 -3.05 2.76
C 3.54 -2.16 1.56
P 3.67 -2.87 -0.15
C 4.87 -4.28 -0.09
C 1.98 -3.61 -0.61
C 1.71 -5.09 -0.32
C 1.54 -5.36 1.17
C 1.32 -6.92 1.54
O 0.32 -5.68 1.62
O 2.10 -3.59 -2.07
C 0.86 -3.49 -2.59
O 0.50 -3.89 -3.64
O 0.09 -2.81 -1.71
C 0.78 -2.64 -0.45
C -0.30 -2.90 0.59
C 0.06 -2.55 2.02
C -1.12 -2.70 2.99
O -2.39 -2.54 2.36
N 1.27 -1.25 -0.44
C 0.54 -0.36 -0.81
S -0.49 0.79 -1.07
H 3.21 -2.98 3.53
H 4.06 -4.11 2.52
H 4.89 -2.65 3.19
H 2.55 -1.73 1.71
H 4.22 -1.31 1.51
H 5.63 -4.02 -0.82
H 4.44 -5.23 -0.43
H 5.37 -4.37 0.87
H 2.52 -5.73 -0.66
H 0.74 -5.37 -0.73
H 2.16 -4.80 1.86
H 2.12 -6.78 2.34
H 0.71 -7.51 2.22
H -1.14 -2.27 0.31
H -0.66 -3.92 0.48
H 0.39 -1.50 2.06
H 0.89 -3.13 2.42
H -1.10 -3.67 3.48
H -1.05 -1.95 3.78
H -2.80 -3.40 2.25
O -5.18 -5.87 -2.87
C -4.75 -4.89 -3.47
C -5.58 -3.96 -4.20
C -5.02 -2.93 -4.84
O -5.71 -2.03 -5.53
C -3.53 -2.70 -4.82
O -3.10 -1.74 -5.45
C -2.70 -3.62 -4.07
C -3.26 -4.65 -3.43
O -2.57 -5.54 -2.72
H -6.65 -4.13 -4.20
H -5.06 -1.40 -5.88
H -1.63 -3.44 -4.06
H -3.22 -6.17 -2.38
O 0.44 6.81 2.97
C -0.25 6.28 2.12
C -1.45 6.89 1.56
C -2.15 6.22 0.64
O -3.26 6.68 0.05
C -1.74 4.85 0.16
O -2.44 4.30 -0.67
C -0.53 4.26 0.71
C 0.17 4.93 1.63
O 1.29 4.45 2.18
H -1.73 7.87 1.91
H -3.52 5.96 -0.56
H -0.24 3.28 0.35
H 1.59 5.14 2.81
O 7.79 2.16 7.97
C 7.09 1.52 7.20
C 5.77 1.94 6.77
C 5.08 1.16 5.92
O 3.87 1.48 5.48
C 5.62 -0.15 5.41
O 4.92 -0.80 4.67
C 6.95 -0.55 5.83
C 7.65 0.23 6.67
O 8.86 -0.07 7.10
H 5.39 2.88 7.14
H 3.60 0.74 4.89
H 7.34 -1.49 5.45
H 9.13 0.65 7.69
O 1.13 -1.02 -10.07
C 0.56 -1.88 -9.42
C -0.11 -3.03 -10.00
C -0.72 -3.91 -9.20
O -1.35 -4.99 -9.65
C -0.74 -3.74 -7.70
O -1.34 -4.58 -7.05
C -0.06 -2.61 -7.12
C 0.56 -1.73 -7.92
O 1.21 -0.66 -7.46
H -0.08 -3.14 -11.07
H -1.70 -5.44 -8.86
H -0.07 -2.51 -6.04
H 1.56 -0.20 -8.25
O -7.80 12.01 2.59
C -6.79 11.33 2.64
C -6.52 10.20 1.76
C -5.39 9.50 1.91
O -5.09 8.46 1.13
C -4.37 9.84 2.96
O -3.38 9.15 3.05
C -4.63 10.98 3.83
C -5.76 11.69 3.68
O -6.07 12.74 4.43
H -7.26 9.97 1.01
H -4.23 8.11 1.42
H -3.89 11.23 4.57
H -6.94 13.05 4.11
*
```

Computed properties:
Orbital gap, eV: 6.72
SMILES string: CCP(C)[C@]1(C[C@@H]2CO2)OC(=O)O[C@]1(CCCO)N=C=S.O=C1C=C(O)C(=O)C=C1O.O=C1C=C(O)C(=O)C=C1O.O=C1C=C(O)C(=O)C=C1O.O=C1C=C(O)C(=O)C=C1O.O=C1C=C(O)C(=O)C=C1O